1.
# C9H10CoN2Se

A structure of composition C9H10CoN2Se (ωB97M-V/def2-TZVPD, the Open Molecules 2025 dataset).

```
23
Properties=species:S:1:pos:R:3:forces:R:3:lowdin_charge:R:1
C -1.534499 -0.405130 -1.312962 -0.036 0.488 0.031 -0.1562
C -0.677469 0.652177 -1.735827 -0.796 0.606 0.312 -0.1967
C -0.917453 1.792485 -0.883277 -1.045 -0.620 -0.572 -0.2334
C -1.928733 1.398495 0.070627 0.066 -0.214 -0.933 -0.1806
C -2.291907 0.045588 -0.198239 0.180 0.724 -0.374 -0.1661
Co 0.260451 0.499727 0.405858 -1.931 -0.626 -1.102 0.5733
C 1.826141 -0.424996 -0.411912 0.646 -0.726 -0.565 -0.1675
C 1.225154 -1.651509 0.177051 -0.264 -1.778 0.793 -0.5613
C 1.443075 -2.957631 -0.173437 -0.081 1.231 0.127 -0.0219
N 0.317850 -1.219671 1.161805 0.408 -0.607 -0.560 -0.0407
H -0.571272 2.807579 -1.072135 0.077 -0.386 0.261 0.0967
H -0.069897 0.674782 -2.637669 0.010 -0.163 0.405 0.0947
H -2.411878 2.074750 0.772289 0.311 -0.308 0.043 0.0922
H -3.065856 -0.521705 0.319064 0.395 0.135 -0.041 0.0863
H -1.637331 -1.371135 -1.806799 0.253 0.212 0.337 0.0937
H 1.944560 -0.450362 -1.493776 0.325 -0.039 0.141 0.0410
H -0.429034 -1.864672 1.438523 0.662 0.069 -0.154 0.0588
H 2.684199 -0.025526 0.139110 -0.088 -0.105 -0.149 0.0512
H 2.133911 -3.187058 -0.965850 0.169 -0.094 -0.122 0.0150
H 0.978343 -3.771839 0.362755 -0.184 -0.060 -0.014 0.0167
Se 1.022359 3.650549 3.795246 0.097 0.545 0.599 0.4595
C 0.900533 2.516494 2.476038 -0.291 -2.273 -2.622 -0.9149
N 0.798754 1.738606 1.573517 1.118 3.988 4.162 -0.0397
```
Positions in Å, forces in eV/Å.

DFT total energy (hartree): -4242.580816
ΔE to the lowest compared entry with this formula, charge and spin (eV): 0.000
Frontier orbital gap (alpha / beta) (Eh): 0.243 / 0.233
E_LUMO (alpha / beta) (eV): 3.13 / 2.49
2S+1: 5
Charge: -1
E_HOMO (alpha / beta) (eV): -3.49 / -3.85

2.
# C13H15F3N2O3S

An isolated molecule of C13H15F3N2O3S (ωB97M-V/def2-TZVPD, the Open Molecules 2025 dataset).

```
37
Properties=species:S:1:pos:R:3:forces:R:3:lowdin_charge:R:1
O 0.895608 -0.605254 1.050938 0.101 0.048 0.344 0.0704
C 0.417281 -1.722728 0.976642 0.022 0.230 -0.147 -0.4684
N 1.158048 -2.808342 0.691160 0.516 -0.176 -0.197 0.0843
H 2.157030 -2.661761 0.653358 -0.116 0.117 0.008 0.1572
C 0.665250 -4.161824 0.783852 -0.179 -0.253 0.280 -0.1731
H 1.397561 -4.825608 0.321658 -0.137 0.059 -0.070 0.1235
C 0.411226 -4.581222 2.238973 0.052 0.168 -0.030 -0.1741
C -0.216677 -3.454281 3.061965 -0.159 -0.239 -0.082 -0.1942
C -1.428027 -2.811148 2.386539 0.248 0.020 0.117 -0.1155
H -2.149736 -3.582128 2.116282 -0.105 0.023 -0.007 0.1233
H -1.912799 -2.145275 3.101431 -0.054 -0.038 -0.040 0.1182
C -1.086199 -1.960739 1.140711 -0.021 -0.184 -0.091 -0.2808
N -1.775499 -0.692539 1.196012 -0.466 0.290 -0.664 -0.0781
S -2.215582 -0.039395 -0.269992 -0.007 0.103 0.017 0.6573
O -3.019983 1.107630 0.007959 0.284 0.206 0.192 -0.2727
O -2.758517 -1.113194 -1.050566 0.256 -0.117 -0.031 -0.2877
C -0.688299 0.503176 -1.045910 -0.638 -0.179 0.106 -0.2643
C -0.114285 1.682927 -0.620254 0.215 0.228 -0.087 0.0081
C 1.104162 2.059143 -1.164514 -0.105 0.013 0.156 -0.0992
C 1.725099 1.269790 -2.126397 -0.093 -0.004 0.090 0.0036
C 1.122097 0.098446 -2.549779 0.056 0.074 0.031 -0.0415
C -0.091413 -0.289641 -2.004140 -0.110 -0.109 -0.041 -0.0499
H -0.590497 -1.195409 -2.311691 0.002 -0.115 -0.092 0.1163
H 1.601061 -0.512466 -3.299126 0.021 -0.059 -0.071 0.1102
H 2.677246 1.575095 -2.533522 0.071 0.020 -0.040 0.1257
C 1.768905 3.339327 -0.738571 0.127 0.300 -0.088 -0.5861
F 1.284055 3.835619 0.403482 -0.241 -0.115 0.198 0.1487
F 3.093182 3.194405 -0.565076 0.141 -0.239 -0.019 0.1404
F 1.625401 4.308895 -1.664909 -0.114 -0.024 -0.177 0.1401
H -0.615505 2.284008 0.121631 0.031 0.132 0.084 0.1319
H -1.295998 -0.009205 1.767000 0.076 0.197 0.082 0.1221
H -1.463443 -2.440857 0.232352 0.166 -0.158 0.165 0.1327
H 0.530892 -2.684606 3.265322 0.019 -0.013 0.103 0.1165
H -0.528325 -3.863510 4.024475 0.053 0.070 0.033 0.1141
H -0.246971 -5.450553 2.236297 -0.004 -0.098 0.035 0.1123
H 1.351409 -4.874390 2.709768 0.013 -0.084 -0.016 0.1095
H -0.263133 -4.234059 0.212215 0.081 -0.095 -0.049 0.1193
```
Positions in Å, forces in eV/Å.

DFT total energy (hartree): -1537.436818
Structure (SMILES): O=C1NCCCC[C@H]1NS(=O)(=O)c1cccc(C(F)(F)F)c1
ΔE to the lowest compared entry with this formula, charge and spin (eV): 1.363
Frontier orbital gap (Eh): 0.377
E_LUMO (eV): 0.50
E_HOMO (eV): -9.76

3.
# C12H25F3NO5P2SY

A structure of composition C12H25F3NO5P2SY (ωB97M-V/def2-TZVPD, the Open Molecules 2025 dataset).

```
50
Properties=species:S:1:pos:R:3:forces:R:3:lowdin_charge:R:1
C -3.728269 1.189006 -1.918347 -2.351 0.680 0.693 -0.0452
C -2.731041 0.910337 -1.034852 1.306 -0.366 1.513 -0.2877
N -1.439204 0.680618 -1.408106 -0.842 0.029 -0.382 0.0179
C -1.175232 0.733318 -2.736597 0.657 0.040 -0.005 -0.3091
C -2.149464 1.063000 -3.670584 0.010 -0.298 -0.651 -0.0182
C -3.458175 1.291402 -3.249586 0.038 0.000 -1.853 -0.0340
C -3.107500 0.889545 0.448393 1.111 3.486 -1.103 -0.2986
P -1.767671 1.009373 1.666185 -0.502 0.920 -0.235 0.8140
Y 0.477838 0.481036 0.175622 1.159 0.329 -0.186 1.1103
P 1.328524 -0.697755 -2.306579 -0.452 0.761 0.520 0.8160
C 0.239900 0.449297 -3.263830 -0.608 -0.359 -1.001 -0.3116
O -4.465608 -4.840130 1.783891 1.352 1.117 -0.036 -0.1588
O -0.290337 -3.546876 0.934484 0.731 5.695 -1.720 -0.2554
H -4.764143 1.388281 -1.502737 1.400 -0.357 -0.676 0.1523
H -1.860225 1.060454 -4.743968 -0.378 0.142 0.949 0.1330
H -4.249975 1.508462 -4.002192 0.694 -0.124 0.774 0.1346
C -1.522652 2.864912 1.776560 0.229 -0.179 -0.059 -0.2397
C -2.622231 0.612276 3.211457 0.658 -0.367 0.181 -0.2278
H 0.100398 -0.097305 -4.234197 0.093 0.818 0.516 0.0909
H 0.794737 1.388325 -3.474252 -0.496 -0.467 0.285 0.0926
H -3.733774 0.120686 0.677810 -1.685 -2.437 0.498 0.0589
H -3.670903 1.842498 0.652435 0.101 -0.930 -0.349 0.1091
C 2.958916 -0.049843 -2.761005 0.597 0.243 -0.039 -0.2513
C 1.174828 -2.300672 -3.142407 0.086 -0.317 0.409 -0.2391
H -0.614672 -4.393012 0.761600 -1.277 -3.752 0.672 -0.2297
H 0.368759 -3.452884 1.591029 0.767 -0.933 1.083 -0.0401
H -5.070260 -5.378650 1.321293 -1.200 -1.029 -0.708 -0.0216
H -3.673994 -4.846846 1.196009 -0.018 -0.112 0.930 -0.0376
H 0.830379 2.565362 -0.591082 -0.398 -1.476 0.313 -0.0625
H -1.437217 -5.386831 1.593653 -0.260 -0.360 -0.400 -0.0950
H -1.749812 3.111019 2.833596 0.254 0.194 -0.698 0.0432
H -0.446817 3.047824 1.563499 -0.731 0.350 0.146 -0.0077
H -2.168046 3.462406 1.077209 0.664 -0.657 0.648 0.0678
H -2.607284 1.531431 3.809042 -0.213 -0.512 0.107 0.0430
H -3.637152 0.225565 3.051190 0.389 0.107 0.135 0.0626
H -1.959518 -0.151840 3.643490 -0.670 0.150 0.424 0.0517
H 2.177713 -2.605908 -3.487753 -0.569 -0.018 0.075 0.0525
H 0.805668 -3.005139 -2.384424 0.086 -0.065 -0.429 0.0397
H 0.468482 -2.226498 -3.973222 0.170 -0.177 0.066 0.0460
H 3.468936 -0.830734 -3.345231 0.079 0.486 0.175 0.0465
H 2.846812 0.877239 -3.357025 0.262 -0.574 0.315 0.0534
H 3.527384 0.171830 -1.838452 -0.158 -0.113 -0.571 0.0312
F 4.355117 2.906575 1.838422 -0.903 -0.595 -0.303 0.1220
C 3.228874 2.400618 1.281719 1.046 2.177 -0.623 -0.6191
F 2.221548 3.272251 1.543542 0.865 -1.011 0.099 0.0719
F 3.412259 2.405025 -0.066305 -0.015 -0.299 1.290 0.0628
S 2.887982 0.687510 1.930873 0.145 -1.231 -0.282 0.5953
O 3.931045 0.299455 2.866377 -2.012 0.743 -1.780 -0.2298
O 1.480906 0.851378 2.401791 0.612 -0.189 -0.283 -0.4302
O 2.750743 -0.078140 0.619619 0.179 0.836 1.556 -0.4697
```
Positions in Å, forces in eV/Å.

DFT total energy (hartree): -2321.885000
ΔE to the lowest compared entry with this formula, charge and spin (eV): 4.942
Frontier orbital gap (Eh): 0.125
E_LUMO (eV): -1.06
E_HOMO (eV): -4.48